This record from the Open Molecules 2025 dataset describes a 2-piece molecular cluster, C6H16N3O4S2 overall at a distorted geometry. The level of theory is the ωB97M-V functional and the def2-TZVPD basis.

Charge: +1
Energy (Ha): -1499.42854
HOMO energy (eV): -13.02
Frontier orbital gap (eV): 8.7872
Relative energy (zero: lowest compared OMol25 entry of this formula, charge and spin) (eV): 1.076

CARTESIAN COORDINATES (ANGSTROEM)
C -0.55049 -1.81013 -0.71445
C 1.72004 -0.64952 -0.61542
C 0.15995 -3.07187 -1.36434
C 2.20028 -1.88830 -1.44586
C -1.41884 1.18393 3.06213
C 0.10340 -0.25044 1.06795
N 0.44161 -0.92636 0.03790
N 0.21247 3.88760 -1.14282
N 1.49152 -3.08594 -0.85732
O -2.05308 0.81394 0.57096
O -2.26216 -1.24052 1.87249
O 0.11500 2.57416 1.06949
O -2.06924 3.30801 -0.29307
S -1.62075 0.02255 1.68508
S -0.56685 3.70115 0.40218
H -1.02594 -1.15743 -1.42552
H -1.34952 -2.05174 0.03014
H 2.48225 -0.31046 0.09411
H 1.54310 0.15125 -1.38817
H -0.39411 -3.96985 -1.02881
H 0.20939 -2.82223 -2.40579
H 2.15194 -1.83778 -2.52434
H 3.31971 -2.23048 -1.35083
H -1.09393 0.69832 4.09244
H -0.75490 2.01052 2.78915
H -2.46370 1.55021 3.30892
H 0.94019 0.41398 1.54566
H 1.26377 3.99860 -1.18055
H -0.23352 4.38251 -1.81621
H 1.88546 -3.94178 -1.37849
H -2.38305 2.54813 -0.69660

Need the Löwdin charges? In units of e they are: C -0.029; C -0.082; C -0.199; C -0.165; C -0.125; C -0.028; N -0.070; N -0.160; N -0.091; O -0.309; O -0.265; O -0.523; O -0.292; S 0.663; S 0.959; H 0.128; H 0.116; H 0.137; H 0.156; H 0.141; H 0.103; H 0.103; H 0.156; H 0.128; H 0.032; H 0.107; H 0.164; H 0.092; H -0.006; H 0.155; H 0.005


This record from the Open Molecules 2025 dataset describes an isolated ion of composition C6H16N3OSi and charge +1 at a distorted geometry. The level of theory is the ωB97M-V functional and the def2-TZVPD basis.

Charge: +1
Energy (Ha): -766.69380
HOMO energy (eV): -12.90
Frontier orbital gap (eV): 6.9020
Relative energy (zero: lowest compared OMol25 entry of this formula, charge and spin) (eV): 3.231

CARTESIAN COORDINATES (ANGSTROEM)
C 2.46267 -1.00137 1.21330
C 1.51172 -1.49947 -0.83644
C -4.28342 -0.25110 0.31860
C -2.94680 -0.87398 -0.09751
C -1.75541 0.07137 -0.14209
C 2.22652 1.35581 1.03002
N 2.35707 -1.74886 0.24052
N 1.68371 0.18874 1.24371
N 0.55445 -0.39988 -0.58033
O -0.67409 -0.86623 -0.08259
Si 2.58960 2.17805 -0.80156
H 2.85964 -1.23077 2.21498
H 2.15696 -1.43411 -1.71484
H 0.91282 -2.48322 -1.14196
H -4.80749 0.25097 -0.47608
H -4.87245 -1.12025 0.73857
H -4.24363 0.44918 1.16714
H -3.09564 -1.51043 -0.95918
H -2.54170 -1.55047 0.69445
H -1.57099 0.85671 -0.86549
H -1.75104 0.44954 0.87127
H 1.71973 2.25254 1.47629
H 3.33828 1.29491 1.33477
H 0.44035 0.14764 -1.57170
H 3.61822 1.14934 -1.18560
H 2.75076 3.59329 -0.60452
H 1.36016 1.73207 -1.48374

Need the Löwdin charges? In units of e they are: C -0.173; C -0.213; C -0.094; C -0.225; C -0.178; C -0.382; N 0.079; N 0.099; N -0.039; O -0.140; Si 0.824; H 0.160; H 0.130; H 0.187; H 0.066; H 0.098; H 0.077; H 0.111; H 0.128; H 0.124; H 0.120; H 0.102; H 0.131; H 0.165; H -0.034; H -0.050; H -0.072